Computed, not measured: a 6-piece molecular cluster, C43H82O8 overall, with ωB97M-V/def2-TZVPD.

```
133
Properties=species:S:1:pos:R:3:forces:R:3:mulliken_charge:R:1
C 1.779 -4.393 -3.644 1.00 0.51 -0.21 -0.828
C 1.174 -2.903 -4.083 0.53 0.25 0.99 -0.407
C -0.121 -2.464 -3.119 1.70 -0.06 -0.29 -0.381
C 0.532 -1.958 -1.705 0.51 -0.17 0.00 -0.089
C -0.492 -1.943 -0.425 0.64 -0.54 0.23 -0.387
C -0.515 -0.533 0.425 -0.70 -0.43 0.69 -0.572
C 0.986 -0.107 1.026 0.25 -1.12 -1.37 0.070
C 1.541 -1.228 2.075 0.76 -1.62 1.42 0.745
C 2.533 -2.414 1.437 -0.88 -0.43 4.08 -0.512
C 3.131 -3.640 2.348 -2.99 3.51 1.49 -0.763
C 2.687 -3.644 3.950 -0.59 1.55 -2.21 0.363
C 1.698 -2.452 4.584 0.80 -0.66 -1.77 0.254
C 1.100 -1.196 3.653 2.37 -3.23 -0.74 0.335
O 0.222 -0.257 4.324 2.60 -1.41 -2.04 -0.450
C 0.627 1.133 4.306 0.20 2.92 0.61 -0.507
C 2.174 1.488 4.689 0.85 0.46 -0.30 0.018
C 3.231 1.407 3.394 -0.03 0.71 0.16 -0.783
C 2.754 0.762 6.044 0.73 1.77 0.34 0.706
C 4.255 1.451 6.308 -0.14 -0.83 -0.43 -1.114
C 1.826 1.228 7.311 0.32 0.91 -0.37 -1.152
C 1.334 -2.645 6.191 -2.32 2.36 2.55 0.539
O 0.655 -1.773 6.940 3.99 -5.02 -4.61 -0.544
C 1.787 -4.058 6.963 1.97 -2.11 -2.05 -0.364
C 2.652 -5.105 6.355 -1.95 2.69 0.81 -0.510
C 3.259 -4.921 4.839 2.45 -2.38 -1.84 0.348
O 4.161 -5.779 4.294 -5.72 5.32 3.69 -0.549
H 2.873 -4.241 -3.192 -2.38 -0.34 -0.95 0.152
H 1.933 -5.077 -4.595 -0.59 1.23 2.11 0.289
H 1.154 -4.904 -2.795 0.99 0.87 -1.86 0.248
H 0.939 -2.815 -5.225 0.33 -0.38 2.22 0.348
H 2.062 -2.141 -3.845 -2.06 -1.43 -0.69 0.202
H -0.674 -1.578 -3.650 0.69 -1.89 1.17 0.271
H -0.771 -3.422 -2.951 0.94 2.01 -0.37 0.136
H 1.446 -2.681 -1.447 -1.97 1.50 -0.62 -0.198
H 1.015 -0.897 -1.891 -1.05 -2.02 0.37 0.236
H -1.544 -2.275 -0.817 1.79 0.99 0.90 0.311
H -0.141 -2.804 0.323 -0.79 1.88 -1.56 0.202
H -0.968 0.342 -0.206 1.10 -1.58 1.06 0.264
H -1.279 -0.712 1.325 1.75 0.50 -1.79 0.252
H 1.040 1.003 1.385 -0.35 -2.32 -0.36 -0.523
H 1.702 -0.161 0.071 -1.36 0.13 2.18 0.243
H 2.771 -2.359 0.280 -0.55 -0.06 2.74 0.264
H 3.803 -4.478 1.862 -1.48 1.89 1.27 0.160
H -0.035 1.682 5.138 1.32 -1.61 -1.75 0.392
H 0.360 1.731 3.308 0.52 -1.68 1.83 -0.056
H 2.169 2.654 4.954 -0.24 -2.47 -0.52 0.420
H 3.589 0.315 3.173 -0.86 2.10 0.25 0.213
H 4.207 2.067 3.582 -2.22 -1.46 -0.17 0.404
H 2.696 1.926 2.464 1.16 -1.41 1.87 -0.077
H 2.951 -0.384 5.955 -0.78 2.12 0.10 -0.024
H 4.214 2.638 6.174 0.16 -2.69 0.31 0.227
H 5.005 0.946 5.535 -1.47 1.40 1.61 0.287
H 4.641 1.160 7.376 -0.81 0.72 -1.99 0.385
H 1.710 2.413 7.218 0.31 -2.43 0.19 0.292
H 2.430 1.052 8.301 -1.50 0.06 -1.81 0.343
H 0.735 0.805 7.317 2.31 0.46 0.12 0.224
H 1.372 -4.243 8.066 0.93 0.74 -2.75 0.292
H 2.869 -6.083 6.997 -0.28 2.33 -1.81 0.283
C 1.017 5.471 1.151 -0.17 0.22 0.04 -1.174
C 0.773 4.398 0.105 -0.07 -0.06 0.13 -0.217
O -0.459 3.706 0.283 0.08 -0.14 0.06 -0.292
C -1.648 4.487 0.191 -0.05 -0.07 -0.13 -0.290
C -1.839 5.133 -1.171 0.23 0.15 -0.08 -0.861
H 0.894 5.064 2.160 0.08 -0.02 -0.11 0.292
H 2.028 5.879 1.054 -0.11 -0.07 0.01 0.409
H 0.311 6.300 1.045 0.11 -0.02 0.00 0.291
H 1.565 3.646 0.185 -0.25 -0.10 -0.03 0.327
H 0.837 4.810 -0.907 -0.02 0.08 0.00 0.238
H -1.676 5.235 0.991 0.03 0.05 -0.04 0.310
H -2.483 3.803 0.374 0.28 -0.08 0.07 0.188
H -1.087 5.905 -1.356 -0.12 0.00 -0.04 0.058
H -2.824 5.604 -1.236 0.11 -0.07 0.01 0.423
H -1.748 4.389 -1.968 -0.08 0.06 0.13 0.290
C -3.784 -3.509 -5.712 -0.18 0.12 -0.18 -1.144
C -4.002 -3.577 -4.211 0.11 0.13 0.00 -0.282
O -4.150 -2.298 -3.603 0.07 0.00 0.06 -0.362
C -5.262 -1.515 -4.030 0.02 -0.02 0.15 -0.297
C -6.604 -2.165 -3.735 -0.06 -0.25 -0.09 -0.989
H -2.969 -2.821 -5.955 -0.02 -0.12 0.08 0.292
H -3.543 -4.500 -6.110 -0.02 0.11 0.07 0.403
H -4.679 -3.150 -6.230 0.06 -0.09 -0.01 0.302
H -3.122 -4.039 -3.752 -0.12 0.24 0.11 0.289
H -4.854 -4.219 -3.964 -0.06 0.00 -0.07 0.326
H -5.168 -1.265 -5.092 -0.06 -0.05 -0.01 0.319
H -5.204 -0.570 -3.481 0.21 -0.17 -0.02 0.217
H -6.756 -3.061 -4.343 -0.06 0.09 0.02 0.367
H -7.421 -1.471 -3.953 0.10 -0.05 0.03 0.301
H -6.665 -2.467 -2.685 0.02 0.12 -0.09 0.246
C 1.156 9.038 -2.628 -0.08 0.26 -0.07 -1.087
C 1.106 7.842 -3.562 -0.15 -0.01 0.07 -0.294
O -0.198 7.577 -4.071 -0.03 -0.07 0.04 -0.407
C -0.791 8.600 -4.866 0.03 -0.13 -0.06 -0.325
C -0.011 8.906 -6.133 0.27 0.07 0.01 -1.025
H 0.398 8.949 -1.844 0.11 -0.07 -0.05 0.276
H 2.143 9.119 -2.161 -0.11 -0.03 -0.05 0.391
H 0.963 9.972 -3.164 0.08 -0.04 0.07 0.305
H 1.408 6.950 -3.003 -0.23 -0.02 -0.17 0.270
H 1.822 7.951 -4.383 0.02 0.08 -0.01 0.348
H -0.947 9.505 -4.269 0.07 0.03 -0.04 0.308
H -1.785 8.237 -5.147 0.17 -0.13 0.21 0.316
H 0.952 9.374 -5.906 -0.09 0.03 -0.06 0.257
H -0.573 9.593 -6.772 0.04 -0.09 0.08 0.384
H 0.195 7.988 -6.693 -0.12 0.10 0.06 0.288
C 5.626 -7.757 -1.073 -0.03 -0.26 0.14 -1.053
C 6.357 -6.556 -0.500 -0.18 0.09 0.03 -0.332
O 5.782 -6.069 0.710 -0.04 0.15 -0.18 -0.395
C 5.773 -6.967 1.816 0.02 0.11 0.28 0.291
C 7.163 -7.380 2.268 0.18 -0.13 -0.23 -1.250
H 4.554 -7.555 -1.157 0.13 0.05 -0.05 0.283
H 6.019 -8.008 -2.063 -0.04 0.05 0.11 0.402
H 5.743 -8.637 -0.434 0.02 0.04 -0.11 0.271
H 6.299 -5.735 -1.222 -0.04 0.04 0.26 0.328
H 7.421 -6.770 -0.358 0.01 -0.09 0.02 0.304
H 5.153 -7.843 1.592 0.07 -0.06 -0.04 0.267
H 5.280 -6.439 2.639 0.10 -0.03 -0.44 -0.086
H 7.658 -8.005 1.519 0.01 -0.03 0.10 0.344
H 7.108 -7.954 3.198 -0.03 0.10 -0.10 0.387
H 7.795 -6.501 2.430 -0.14 -0.07 0.05 0.322
C -9.615 2.053 -1.634 -0.03 0.00 0.29 -1.168
C -8.414 1.474 -2.360 0.04 0.17 0.00 -0.063
O -7.179 2.070 -1.973 0.04 0.02 -0.07 -0.420
C -6.801 1.921 -0.607 0.07 -0.07 -0.10 -0.188
C -6.599 0.474 -0.192 -0.20 -0.18 -0.04 -0.884
H -9.623 3.145 -1.707 0.00 -0.13 -0.09 0.286
H -10.545 1.662 -2.059 0.12 0.05 0.03 0.417
H -9.600 1.797 -0.571 -0.07 -0.02 -0.09 0.266
H -8.528 1.665 -3.432 0.25 0.05 0.13 0.356
H -8.367 0.386 -2.242 -0.04 -0.04 0.09 0.116
H -7.523 2.424 0.045 -0.03 -0.07 0.01 0.296
H -5.852 2.454 -0.489 -0.17 0.03 -0.24 0.205
H -7.545 -0.076 -0.190 0.08 0.02 0.07 0.285
H -6.180 0.421 0.817 -0.03 0.02 -0.12 0.405
H -5.924 -0.037 -0.886 0.00 0.11 0.10 0.097
```
Forces are in eV/Å.

Summary:
charge	0
LUMO	-1.8	eV
HOMO-LUMO gap	6.787	eV
SMILES	CCCCCCCc1ccc2c(c1OC[C@H](C)C(C)C)C(=O)C=CC2=O.CCOCC.CCOCC.CCOCC.CCOCC.CCOCC
strongest force on any atom	8.64	eV/A